Record 1
ORCA calculation (ωB97M-V/def2-TZVPD) on a cluster of 2 separate species, C3H11NS2 in total at a distorted geometry.

The geometry in XYZ format:
```
17
C3H11NS2, DFT ωB97M-V/def2-TZVPD
C -0.583 -0.489 -1.733
N -0.971 0.095 -0.456
C -1.596 -0.800 0.555
H -0.182 0.265 -2.422
H -1.519 -0.868 -2.266
H 0.153 -1.272 -1.496
H -1.701 0.755 -0.689
H -1.607 -1.723 -0.007
H -1.142 -0.706 1.554
H -2.507 -0.306 0.902
C 1.807 1.490 0.130
S 1.436 1.023 1.828
S 1.828 -1.026 1.824
H 2.414 0.750 -0.404
H 0.858 1.596 -0.430
H 2.268 2.477 0.203
H 1.045 -1.259 2.907
```

Properties
**Multiplicity**: 1
**LUMO**: 0.64 eV
**SMILES string**: CNC.CSS
**Charge**: 0
**Frontier orbital gap**: 0.3126 Eh
**F_max**: 0.0384 hartree/bohr
**ΔE to the lowest compared entry with this formula, charge and spin**: 1.551 eV

Record 2
ORCA calculation (ωB97M-V/def2-TZVPD) on an isolated molecule of C4H8F2O2 at a distorted geometry.

The geometry in XYZ format:
```
16
C4H8F2O2, DFT ωB97M-V/def2-TZVPD
C 2.048 -0.785 0.020
O 0.763 -0.737 0.668
C -0.210 -0.502 -0.278
O -0.165 0.786 -0.881
C -0.347 1.890 0.070
C -1.629 -0.840 0.207
F -2.500 -0.945 -0.813
F -2.169 0.095 1.051
H 2.833 -0.920 0.752
H 2.162 0.124 -0.647
H 2.153 -1.704 -0.560
H -0.164 -1.267 -1.084
H 0.418 1.920 0.806
H -1.338 1.837 0.510
H -0.233 2.853 -0.558
H -1.622 -1.806 0.736
```

Properties
**Multiplicity**: 1
**LUMO**: 0.93 eV
**SMILES string**: COC(OC)C(F)F
**Charge**: 0
**Frontier orbital gap**: 0.4175 Eh
**F_max**: 0.0530 hartree/bohr
**ΔE to the lowest compared entry with this formula, charge and spin**: 0.661 eV

Record 3
ORCA calculation (ωB97M-V/def2-TZVPD) on an isolated molecule of C11H19IO2 at a distorted geometry.

The geometry in XYZ format:
```
33
C11H19IO2, DFT ωB97M-V/def2-TZVPD
C 3.328 -0.028 1.887
C 2.468 0.881 1.360
C 2.838 2.205 0.855
C 0.913 0.633 1.301
I -0.230 2.088 2.482
C 0.284 0.632 -0.158
C 1.316 0.093 -1.137
O -0.018 1.938 -0.584
C -0.975 -0.263 -0.097
C -1.879 -0.055 -1.287
C -3.249 -0.632 -0.867
C -3.020 -2.113 -0.535
O -2.018 -2.273 0.441
C -0.763 -1.735 0.011
H 2.934 -0.989 2.174
H 4.442 0.185 1.857
H 2.680 2.287 -0.181
H 3.927 2.289 0.916
H 2.168 2.955 1.310
H 0.844 -0.302 1.899
H 0.876 -0.654 -1.677
H 2.220 -0.310 -0.572
H 1.670 1.017 -1.761
H -0.607 2.010 -1.322
H -1.550 0.102 0.769
H -1.646 -0.546 -2.234
H -2.066 0.924 -1.430
H -3.654 -0.122 0.055
H -3.952 -0.642 -1.559
H -3.954 -2.544 -0.299
H -2.568 -2.639 -1.401
H -0.578 -2.262 -1.023
H -0.180 -2.130 0.805
```

Properties
**Multiplicity**: 1
**LUMO**: 0.48 eV
**SMILES string**: C=C(C)[C@@H](I)[C@](C)(O)[C@H]1CCCOC1
**Charge**: 0
**Frontier orbital gap**: 0.3503 Eh
**F_max**: 0.0982 hartree/bohr
**ΔE to the lowest compared entry with this formula, charge and spin**: 0.000 eV

Record 4
ORCA calculation (ωB97M-V/def2-TZVPD) on an isolated molecule of C22H18N4O at a distorted geometry.

The geometry in XYZ format:
```
45
C22H18N4O, DFT ωB97M-V/def2-TZVPD
O -1.644 2.872 -0.383
C -0.905 1.991 -0.814
N 0.062 1.516 0.042
C 0.046 1.708 1.451
C 0.845 1.183 2.302
C 0.604 1.716 3.634
C 1.344 1.428 4.885
C 2.336 0.461 4.879
C 3.155 0.247 6.011
N 3.044 0.961 7.156
C 2.094 1.966 7.128
C 1.285 2.162 6.074
N -0.489 2.457 3.561
N -0.792 2.494 2.199
C -0.860 1.751 -2.335
C -2.257 1.296 -2.829
C -2.054 -0.149 -3.045
C -3.048 -1.053 -3.112
C -2.696 -2.375 -3.255
C -1.379 -2.831 -3.424
C -1.025 -4.173 -3.744
C 0.308 -4.590 -3.540
C 1.327 -3.785 -3.336
C 1.043 -2.426 -3.237
C -0.348 -1.883 -3.210
C -0.742 -0.503 -3.121
C 0.179 0.641 -2.799
H 0.807 0.994 -0.392
H 1.617 0.496 2.026
H 2.422 -0.122 4.028
H 3.963 -0.463 6.052
H 1.953 2.582 8.034
H 0.545 2.943 6.257
H -1.430 3.104 1.708
H -0.415 2.718 -2.837
H -2.986 1.418 -2.095
H -2.625 1.809 -3.696
H -4.087 -0.845 -3.044
H -3.560 -2.989 -3.279
H -1.752 -4.945 -3.970
H 0.362 -5.628 -3.731
H 2.371 -4.098 -3.233
H 1.751 -1.630 -3.071
H 0.585 1.066 -3.720
H 1.043 0.508 -2.174
```

Properties
**Multiplicity**: 1
**LUMO**: 0.00 eV
**SMILES string**: O=C(Nc1cc(-c2ccncc2)n[nH]1)[C@@H]1Cc2ccc3ccccc3c2C1
**Charge**: 0
**Frontier orbital gap**: 0.3033 Eh
**F_max**: 0.1292 hartree/bohr
**ΔE to the lowest compared entry with this formula, charge and spin**: 3.459 eV

Record 5
ORCA calculation (ωB97M-V/def2-TZVPD) on a cluster of 3 separate species, C28H41N2O10PS in total at a distorted geometry.

The geometry in XYZ format:
```
83
C28H41N2O10PS, DFT ωB97M-V/def2-TZVPD
C -3.741 2.234 5.622
C -3.277 2.505 4.180
N -1.788 2.609 4.107
C -1.225 1.490 3.389
C -1.008 0.300 4.074
C -0.428 -0.759 3.402
C -0.082 -0.642 2.056
C -0.300 0.534 1.337
C 0.094 0.722 -0.117
C -0.414 -0.347 -1.114
C 0.760 -0.901 -1.908
O 0.301 -1.642 -3.053
C 0.875 -2.893 -3.076
C 2.276 -3.030 -3.582
O 0.229 -3.827 -2.725
C -0.887 1.618 2.036
P -1.262 3.265 1.283
C 0.402 3.923 0.782
O -2.130 3.013 -0.129
S 0.696 -2.083 1.336
C -0.270 -3.352 2.116
C -0.677 -4.494 1.441
O -0.322 -4.677 0.123
C -1.436 -5.427 2.132
C -1.807 -5.226 3.454
C -1.404 -4.068 4.112
C -0.620 -3.138 3.447
N -0.171 -1.962 4.142
H -3.752 3.171 6.174
H -3.060 1.526 6.092
H -4.729 1.778 5.626
H -3.678 3.460 3.846
H -3.581 1.666 3.558
H -1.414 2.499 5.043
H -1.243 0.171 5.120
H 1.178 0.824 -0.203
H -0.332 1.661 -0.447
H -0.912 -1.189 -0.639
H -1.088 0.070 -1.864
H 1.385 -0.073 -2.257
H 1.394 -1.487 -1.240
H 2.502 -4.093 -3.577
H 3.011 -2.550 -2.938
H 2.398 -2.676 -4.604
H 0.614 3.732 -0.269
H 1.163 3.524 1.452
H 0.348 4.987 0.994
H -2.334 2.078 -0.248
H -1.130 -4.606 -0.397
H -1.766 -6.336 1.644
H -2.412 -5.935 4.000
H -1.685 -3.860 5.135
H 0.837 -2.070 4.251
C 6.026 7.995 0.050
C 4.589 7.696 0.421
O 4.430 6.349 0.892
C 4.848 6.125 2.137
O 5.330 6.935 2.884
O 4.666 4.830 2.407
C 5.167 4.425 3.683
H 6.394 7.262 -0.669
H 6.106 8.990 -0.387
H 6.675 7.951 0.923
H 3.955 7.775 -0.460
H 4.212 8.399 1.163
H 4.766 5.048 4.478
H 6.256 4.461 3.687
H 4.844 3.399 3.834
C -1.903 -4.080 -4.420
C -2.319 -3.098 -5.494
O -2.177 -3.650 -6.815
C -3.123 -4.509 -7.182
O -4.078 -4.845 -6.531
O -2.829 -4.948 -8.410
C -3.721 -5.948 -8.903
H -0.900 -4.443 -4.608
H -1.938 -3.608 -3.446
H -2.564 -4.948 -4.409
H -1.666 -2.226 -5.469
H -3.340 -2.746 -5.346
H -4.754 -5.613 -8.848
H -3.595 -6.873 -8.342
H -3.454 -6.121 -9.942
```

Properties
**Multiplicity**: 1
**LUMO**: 0.39 eV
**SMILES string**: CCNc1cc2c(c(CCCOC(C)=O)c1P(C)O)Sc1c(O)cccc1N2.CCOC(=O)OC.CCOC(=O)OC
**Charge**: 0
**Frontier orbital gap**: 0.2978 Eh
**F_max**: 0.0360 hartree/bohr
**ΔE to the lowest compared entry with this formula, charge and spin**: 0.000 eV

Record 6
ORCA calculation (ωB97M-V/def2-TZVPD) on an isolated molecule of C4H5N3O at a distorted geometry.

The geometry in XYZ format:
```
13
C4H5N3O, DFT ωB97M-V/def2-TZVPD
C -2.650 0.303 -0.097
N -1.746 1.255 -0.192
C -0.541 0.453 -0.311
N 0.888 0.888 -0.309
C 1.651 0.058 0.760
C 1.828 -0.415 -0.718
N -0.817 -0.754 -0.114
O -2.068 -0.987 -0.003
H -3.709 0.374 0.345
H 2.375 0.679 1.281
H 1.015 -0.503 1.691
H 0.913 -1.147 -1.059
H 2.860 -0.202 -1.273
```

Properties
**Multiplicity**: 1
**LUMO**: 0.92 eV
**SMILES string**: c1nc(N2CC2)no1
**Charge**: 0
**Frontier orbital gap**: 0.4018 Eh
**F_max**: 0.0948 hartree/bohr
**ΔE to the lowest compared entry with this formula, charge and spin**: 6.207 eV

> What is the formula in the fifth record?

C28H41N2O10PS

> What is the formula in the third record?

C11H19IO2